Here is 2 unconnected molecules or ions with the total composition C11H11BBrNO5P at a distorted geometry from the Open Molecules 2025 dataset. Energies are from the ωB97M-V functional and the def2-TZVPD basis.

Results
Spin multiplicity: 1
Energy (Ha): -3796.74293
Charge: +1

```
31
Properties=species:S:1:pos:R:3:forces:R:3:lowdin_charge:R:1
O -4.3069 -2.4779 2.9417 2.0 -0.8 -0.6 0.121
B -3.2750 -2.5305 1.9643 -1.9 0.0 -0.5 -0.559
O -3.6885 -2.5994 0.6235 1.3 -1.0 1.7 0.129
C -1.7097 -2.5534 2.3674 1.6 -0.2 1.2 -0.024
C -1.4142 -3.0385 3.7290 0.7 0.9 -2.6 0.055
N -0.0984 -3.1308 4.1409 -0.6 0.4 -1.4 0.087
C 0.9638 -2.7812 3.3287 0.1 0.8 -2.1 0.013
C 0.7878 -2.2515 1.9806 -2.6 -1.1 1.5 -0.013
C -0.5977 -2.1314 1.4696 1.3 -0.1 2.8 -0.276
P -0.9290 -1.4683 -0.2756 -1.3 0.2 -0.7 0.636
O -1.7547 -0.0146 0.0134 1.3 -1.8 0.6 -0.316
Br 1.0701 -0.9931 -1.2644 -0.6 0.0 1.1 0.374
H -4.5498 -3.4063 3.1414 -0.4 0.8 -0.1 0.126
H -3.1314 -3.2993 0.2174 -0.3 0.9 -0.5 0.111
H -2.2368 -3.3387 4.4260 1.1 0.4 -0.6 0.160
H 0.0676 -3.4885 5.0851 0.2 0.2 -0.4 0.182
H 2.0203 -2.8861 3.6839 -1.4 0.0 0.1 0.154
H 1.6308 -1.9716 1.3079 -0.6 -0.3 1.0 0.072
H -2.0364 -0.0270 0.9483 0.1 0.5 -0.4 0.057
C 2.2514 5.0417 -3.6945 0.1 0.0 0.2 0.027
C 2.6938 4.6053 -2.5162 0.0 0.1 -0.1 0.021
C 2.4078 3.2299 -2.0507 0.1 0.0 0.2 -0.387
O 2.8086 2.8298 -0.9748 -0.1 0.0 -0.1 0.090
C 1.6135 2.3577 -2.9444 -0.1 0.0 -0.2 0.002
C 1.1706 2.7923 -4.1224 0.0 -0.2 0.1 0.028
C 1.4563 4.1691 -4.5893 -0.1 0.2 -0.3 -0.384
O 1.0552 4.5654 -5.6627 0.0 -0.1 0.1 0.119
H 2.4501 6.0444 -4.0511 0.0 0.0 0.0 0.126
H 3.2766 5.2292 -1.8503 0.0 0.0 0.0 0.123
H 1.4164 1.3555 -2.5852 0.0 0.1 0.0 0.024
H 0.5877 2.1677 -4.7879 0.0 0.0 0.0 0.124
```
Positions in Å, forces in eV/Å.

Here is a molecular structure, C11H11Br2IrN7O2 at a distorted geometry from the Open Molecules 2025 dataset. Energies are from the ωB97M-V functional and the def2-TZVPD basis.

Results
Spin multiplicity: 1
Charge: +3
Relative energy (zero: lowest compared OMol25 entry of this formula, charge and spin) (kcal/mol): 27.2

```
34
Properties=species:S:1:pos:R:3:forces:R:3:lowdin_charge:R:1
Ir 0.3686 0.6040 0.3711 0.1 0.1 -0.5 1.478
Br -2.4918 -0.5055 -5.5736 0.1 0.0 0.2 0.982
C -1.7823 -0.1725 -3.8984 0.1 -0.1 0.2 -0.634
C -1.7141 1.1167 -3.3731 -0.1 0.0 -0.1 -0.028
C -1.1410 1.3200 -2.1400 -0.3 0.3 0.0 -0.071
N -0.6447 0.3206 -1.3934 0.0 0.1 0.2 -0.067
C -0.7749 -0.9439 -1.8574 0.2 -0.4 0.2 -0.179
C -1.3108 -1.2180 -3.0936 -0.1 0.1 -0.1 0.003
C -0.3388 -1.9701 -0.9000 -0.2 0.3 0.0 -0.166
C -0.5013 -3.3195 -1.1066 0.0 -0.1 0.0 0.001
C -0.0937 -4.2335 -0.1339 0.0 0.0 0.1 -0.631
Br -0.2955 -6.0515 -0.3780 0.0 0.2 0.0 1.003
C 0.4851 -3.7161 1.0322 0.0 -0.2 -0.1 -0.039
C 0.6247 -2.3641 1.1712 0.3 0.2 0.2 -0.092
N 0.2139 -1.4625 0.2465 -0.1 0.1 -0.4 -0.077
H -2.0952 1.9682 -3.9203 0.0 0.0 0.0 0.139
H -1.0962 2.3181 -1.7335 0.0 -0.1 -0.1 0.126
H -1.3804 -2.2366 -3.4440 0.0 0.0 0.0 0.126
H -0.9484 -3.6768 -2.0220 0.0 0.0 0.0 0.128
H 0.8318 -4.3712 1.8195 0.0 0.0 0.0 0.137
H 1.1138 -2.0110 2.0707 -0.1 0.0 -0.1 0.107
N 0.9014 0.3496 2.5135 0.1 0.0 0.3 -0.014
N 0.9615 1.5705 3.2489 -0.1 0.0 -0.3 0.088
C 0.9033 2.7065 2.5343 0.3 -0.2 0.2 -0.313
N 1.0790 3.9008 3.0164 0.0 0.0 0.0 0.313
N 0.6663 2.4082 1.2329 -1.2 0.0 0.2 -0.029
N 0.9596 3.1423 0.1691 0.4 0.1 0.3 -0.355
O 0.8997 2.3065 -0.7987 0.5 -0.9 -0.2 -0.040
O 1.2230 4.2800 0.1163 0.0 0.2 -0.2 0.286
H 0.1442 -0.2073 2.9237 0.1 0.0 0.0 0.140
H 1.7859 -0.1503 2.6369 0.0 0.1 0.0 0.138
H 1.1374 1.5205 4.2470 0.0 0.1 0.0 0.203
H 1.3030 4.0556 3.9941 0.0 0.0 0.0 0.178
H 1.0069 4.7222 2.4221 0.0 0.0 0.1 0.160
```
Positions in Å, forces in eV/Å.

Here is a molecular structure, C11H11F3O11P2PtS at a distorted geometry from the Open Molecules 2025 dataset. Energies are from the ωB97M-V functional and the def2-TZVPD basis.

Results
Spin multiplicity: 1
Charge: 0
Relative energy (zero: lowest compared OMol25 entry of this formula, charge and spin) (kcal/mol): 0.0

```
40
Properties=species:S:1:pos:R:3:forces:R:3:lowdin_charge:R:1
Pt 1.1060 -0.9088 0.6816 -0.6 1.6 -2.9 1.262
C -1.2938 3.0003 0.6789 0.0 0.0 0.0 -0.051
C -1.0035 1.8759 1.6632 0.1 0.1 -0.2 -0.607
O -1.6518 2.1646 2.8889 -0.1 -0.1 0.0 -0.031
P -1.6258 0.2844 1.0189 0.2 0.0 0.3 0.506
O -3.0643 0.5018 0.4209 0.0 0.0 0.0 -0.053
O -1.8683 -0.6654 2.2479 0.0 -0.1 -0.1 -0.090
O -0.6975 -0.2292 -0.0517 -0.5 0.1 0.2 -0.356
P 0.8003 1.5996 1.9178 -0.1 -0.7 1.4 0.304
O 1.2046 2.9606 2.6523 0.2 0.4 -1.0 -0.101
O 1.4430 1.2619 0.5632 0.6 -0.4 0.6 -0.378
O 0.9470 0.4902 2.9126 -0.2 0.1 0.2 -0.338
H -2.3673 3.1116 0.5323 0.0 0.0 0.0 0.085
H -0.8208 2.8009 -0.2824 0.0 0.0 0.0 0.094
H -0.8956 3.9304 1.0827 0.0 0.0 0.0 0.093
H -1.3951 1.4866 3.5306 0.1 0.1 0.0 0.097
H -3.7706 0.4862 1.0800 0.0 0.0 0.0 0.114
H -1.1263 -1.2400 2.5445 0.0 0.1 0.0 0.059
H 2.0702 2.8970 3.0733 0.0 0.0 0.1 0.088
F 6.8177 3.7610 -0.0293 0.0 0.0 0.0 0.142
C 6.9860 2.6597 -0.7757 0.0 0.0 0.0 -0.586
F 8.2592 2.2546 -0.6053 0.0 0.0 0.0 0.147
F 6.8603 3.0217 -2.0632 0.0 0.0 0.0 0.145
C 6.0167 1.5661 -0.4081 0.1 0.1 0.0 -0.103
C 5.3666 1.5974 0.8176 0.0 -0.1 0.0 0.014
C 4.5284 0.5554 1.1679 0.1 0.0 -0.1 -0.003
C 4.3282 -0.5005 0.2728 0.4 0.0 0.1 -0.235
C 4.9699 -0.5106 -0.9677 0.1 0.0 0.1 0.011
C 5.8320 0.5166 -1.2994 -0.1 0.0 0.0 0.009
C 3.4544 -1.5570 0.6547 -1.1 0.7 -0.1 0.073
C 2.5198 -2.2848 1.0324 1.1 -1.1 1.6 -0.375
H 5.5205 2.4286 1.4904 0.0 0.0 0.0 0.125
H 4.0151 0.5435 2.1196 0.0 0.0 0.0 0.123
H 4.7959 -1.3295 -1.6514 0.0 0.0 0.0 0.127
H 6.3469 0.5173 -2.2500 0.0 0.0 0.0 0.129
O 2.1278 -3.4335 1.5985 -0.1 0.3 -0.2 -0.102
S 0.4404 -3.4802 1.6681 0.2 0.2 -0.5 0.545
O 0.1007 -4.8416 1.5252 0.0 -0.1 -0.2 -0.201
O 0.0341 -2.7748 2.8473 0.0 0.0 0.0 -0.261
O 0.2037 -2.6416 0.4102 -0.3 -1.2 0.6 -0.419
```
Positions in Å, forces in eV/Å.

Here is a molecular structure, C11H11IN3ReS2 at a distorted geometry from the Open Molecules 2025 dataset. Energies are from the ωB97M-V functional and the def2-TZVPD basis.

Results
Spin multiplicity: 2
Energy (Ha): -1762.03693
Charge: +1

```
29
Properties=species:S:1:pos:R:3:forces:R:3:lowdin_spin:R:1
Re 0.1206 0.2373 -0.0151 -0.9 -2.5 -0.7 1.212
N -1.0349 -1.1204 2.1799 0.1 -0.1 0.0 0.007
N -1.1574 -0.4104 3.3753 0.0 0.2 0.3 0.008
C -0.6037 0.8046 3.4247 -0.4 -0.4 0.0 0.015
N -0.6866 1.5337 4.5346 0.0 -0.2 0.0 0.011
S 0.2199 1.4754 2.1029 0.4 0.6 -0.2 0.027
H -1.9407 -1.4389 1.8330 0.2 0.3 0.0 0.000
H -0.4363 -1.9426 2.2873 0.0 0.3 0.0 0.000
H -1.6139 -0.8117 4.1912 0.1 0.0 -0.3 0.001
H -1.1101 1.1907 5.3835 0.0 0.0 -0.1 0.000
H -0.2773 2.4549 4.5430 0.0 -0.1 0.0 0.000
I 0.4080 -0.7649 -2.5291 0.9 2.2 -0.7 -0.008
C 1.2378 1.0678 -3.3068 -0.3 -0.9 0.1 -0.018
C 1.6094 1.1419 -4.6211 -0.1 -0.1 0.4 0.000
C 2.1431 2.3425 -5.1023 0.1 0.2 0.0 -0.003
C 2.2804 3.4034 -4.2494 0.0 -0.1 -0.1 0.002
C 1.8941 3.3238 -2.8940 -0.2 -0.4 0.1 0.000
C 2.0443 4.4304 -2.0372 -0.1 -0.1 0.3 0.008
C 1.6456 4.3330 -0.7354 0.1 0.2 -0.2 -0.001
C 1.0914 3.1440 -0.2434 -0.1 -0.2 0.2 0.007
C 0.9277 1.9954 -1.0044 -0.4 -0.9 0.5 -0.019
C 1.3421 2.1099 -2.3744 0.2 0.1 -0.6 0.000
H 1.4900 0.2868 -5.2678 0.0 -0.1 -0.2 -0.001
H 2.4384 2.4130 -6.1380 0.0 0.1 -0.1 0.000
H 2.6929 4.3335 -4.6107 0.0 0.1 0.0 0.000
H 2.4711 5.3404 -2.4292 0.1 0.1 0.0 0.000
H 1.7516 5.1712 -0.0632 0.0 0.1 0.0 0.000
H 0.7975 3.1851 0.7935 0.0 0.1 -0.1 0.000
S -0.5482 -1.9656 -0.4570 0.3 1.5 1.3 -0.245
```
Positions in Å, forces in eV/Å.